[1]
Entry from the Open Molecules 2025 dataset: a molecular structure, C33H57CrIN2O2Si at a distorted geometry (the ωB97M-V functional and the def2-TZVPD basis).

The geometry in XYZ format:
```
97
Properties=species:S:1:pos:R:3:forces:R:3
O 0.094 3.075 0.820 -0.408 -0.459 1.083
O 2.462 2.800 -0.238 1.075 0.756 0.072
C -1.228 3.606 0.685 0.298 0.346 -0.105
C -2.357 2.862 1.373 -0.087 0.084 -0.015
H -1.403 3.646 -0.401 -0.068 -0.046 0.276
H -1.171 4.647 1.042 -0.287 -0.133 -0.032
H -2.396 1.809 1.073 -0.004 0.112 0.088
H -3.307 3.321 1.079 0.148 -0.049 -0.003
H -2.288 2.934 2.463 -0.015 -0.137 -0.137
C 0.384 2.155 1.897 -0.393 0.059 -0.757
C 1.129 2.854 2.998 0.064 0.081 0.273
H 1.016 1.370 1.453 -0.138 0.223 0.129
H -0.529 1.651 2.262 0.342 0.299 -0.111
H 2.097 3.206 2.627 -0.235 -0.009 0.143
H 1.308 2.152 3.815 0.050 0.031 0.109
H 0.550 3.701 3.387 0.156 -0.103 -0.036
C 3.779 2.238 -0.234 -0.304 0.298 -0.315
C 2.447 4.207 -0.544 -0.173 -0.675 -0.332
C 3.890 1.241 0.886 0.101 -0.249 0.312
H 4.539 3.025 -0.097 -0.184 -0.206 -0.140
H 3.943 1.759 -1.212 0.121 0.076 0.228
H 3.806 1.726 1.864 -0.075 -0.007 -0.127
H 4.867 0.757 0.850 0.029 -0.080 -0.012
H 3.123 0.464 0.817 0.052 0.148 -0.051
C 2.941 5.054 0.598 -0.004 0.205 0.116
H 1.400 4.435 -0.770 0.288 -0.020 0.056
H 3.046 4.387 -1.454 -0.146 -0.017 0.173
H 2.309 4.916 1.479 0.147 0.012 -0.131
H 2.891 6.105 0.308 0.073 0.033 0.037
H 3.982 4.819 0.841 -0.134 0.086 0.110
H 0.720 1.841 -0.457 -0.814 -1.668 -1.346
N -2.365 -2.299 0.886 -0.233 -0.818 0.661
C -2.511 -3.630 0.989 0.012 1.200 0.232
C -1.693 -4.529 0.310 0.077 -0.649 0.039
C -0.509 -4.193 -0.352 0.279 1.027 -0.551
C -3.545 -4.176 1.936 -0.163 -0.535 0.145
H -4.512 -3.664 1.862 0.336 0.013 -0.004
H -3.215 -4.121 2.984 -0.042 0.089 -0.291
H -3.703 -5.234 1.702 -0.019 0.161 0.109
C 0.507 -5.244 -0.673 -0.071 -0.649 0.136
H 1.476 -5.028 -0.200 -0.266 0.040 -0.168
H 0.668 -5.341 -1.756 0.008 0.125 0.280
H 0.141 -6.200 -0.288 0.212 0.064 -0.131
N -0.253 -2.939 -0.718 0.690 -0.650 0.123
C -2.863 -1.469 1.948 -0.517 -0.104 0.217
C -4.096 -0.800 1.811 0.381 0.023 0.144
C -5.025 -1.098 0.680 -0.336 0.282 -0.482
C -4.469 0.131 2.782 0.200 -0.043 0.227
H -5.395 0.693 2.636 0.254 -0.166 0.128
C -3.685 0.326 3.916 -0.050 0.049 0.025
H -3.976 1.067 4.663 0.059 -0.216 -0.196
C -2.551 -0.459 4.120 -0.127 0.061 -0.098
H -1.968 -0.376 5.040 -0.219 0.051 -0.228
C -2.138 -1.377 3.156 -0.250 0.161 -0.342
C -0.980 -2.283 3.451 0.581 -0.018 0.109
C 0.990 -2.558 -1.321 0.394 -0.348 0.046
C 1.105 -2.567 -2.722 0.046 0.108 0.492
C -0.064 -2.999 -3.552 -0.264 -0.155 -0.399
C 2.306 -2.153 -3.298 0.144 0.114 0.170
H 2.395 -2.145 -4.389 0.023 0.024 0.378
C 3.372 -1.748 -2.492 -0.042 -0.133 0.047
H 4.308 -1.425 -2.950 -0.249 -0.109 0.119
C 3.252 -1.760 -1.099 -0.123 0.008 -0.176
H 4.094 -1.466 -0.470 -0.241 -0.028 -0.216
C 2.052 -2.142 -0.494 -0.083 -0.125 -0.393
C 1.867 -2.081 0.996 0.172 0.016 0.431
Cr -1.472 -1.439 -0.658 -0.279 0.426 0.325
H -4.703 -0.601 -0.250 -0.225 -0.318 0.464
H -6.030 -0.727 0.921 0.200 -0.113 -0.035
H -5.102 -2.172 0.468 0.100 0.256 -0.003
H -0.280 -2.381 2.610 -0.336 0.000 0.171
H -1.303 -3.297 3.732 0.028 0.269 -0.154
H -0.418 -1.881 4.304 -0.072 -0.135 -0.166
H 0.207 -2.989 -4.615 -0.116 0.011 0.199
H -0.934 -2.332 -3.420 0.292 -0.232 -0.053
H -0.393 -4.017 -3.299 0.060 0.276 -0.041
H 1.492 -3.027 1.415 0.047 0.241 -0.190
H 1.153 -1.289 1.290 0.183 -0.269 -0.204
H 2.818 -1.858 1.498 -0.201 -0.044 -0.165
H -1.892 -5.586 0.456 0.043 0.173 0.001
C 0.366 0.966 -1.125 0.528 0.793 0.286
Si 0.550 1.599 -2.919 -0.090 -0.166 0.034
H 1.016 0.107 -0.900 -0.130 0.154 -0.188
H -0.688 0.734 -0.859 0.419 0.327 -0.145
C -0.298 3.274 -3.041 0.024 0.082 -0.027
C -0.170 0.554 -4.309 -0.313 -0.080 -0.095
C 2.346 1.785 -3.458 0.218 0.178 0.086
H 2.364 1.922 -4.550 -0.030 -0.012 0.263
H 2.946 0.895 -3.231 -0.116 0.147 -0.001
H 2.831 2.659 -3.005 -0.037 -0.187 -0.072
H -1.386 3.138 -3.088 0.135 0.054 0.022
H 0.025 3.774 -3.966 -0.128 -0.065 0.185
H -0.068 3.935 -2.197 -0.040 -0.146 -0.213
H -1.246 0.376 -4.173 0.443 0.022 -0.170
H 0.335 -0.414 -4.417 -0.084 0.177 0.048
H -0.036 1.101 -5.257 0.020 -0.097 0.264
I -3.095 -0.281 -2.264 -0.589 0.418 -0.559
```
Forces are in eV/Å.

## Properties
**M**: 720.817 g/mol
**Charge**: 0
**LUMO level (alpha / beta)**: 0.4 / 0.4 eV
**Orbital gap (alpha / beta)**: 7.770 / 8.693 eV
**Expectation value of S²**: 6.0208
**2S+1**: 5
**Energy relative to the best compared isomer or geometry (same formula, charge and spin)**: 16.6 kcal per mole

[2]
Entry from the Open Molecules 2025 dataset: 4 unconnected molecules or ions with the total composition C33H57FO12 at a distorted geometry (the ωB97M-V functional and the def2-TZVPD basis).

The geometry in XYZ format:
```
103
Properties=species:S:1:pos:R:3:forces:R:3
C -2.568 2.987 -2.226 0.501 0.372 0.382
C -3.369 3.139 -0.922 -0.450 0.111 -0.499
C -4.347 1.991 -0.682 0.212 0.544 0.286
F -4.842 2.106 0.627 0.172 -0.027 0.102
C -3.730 0.623 -0.803 0.688 0.137 0.144
C -4.332 -0.439 -1.327 -0.538 -0.033 -0.388
C -5.745 -0.384 -1.878 0.070 -1.031 -0.175
O -5.912 0.611 -2.870 -0.141 0.111 0.353
C -6.310 0.086 -4.119 0.191 0.659 -0.479
C -3.635 -1.771 -1.362 -0.168 -0.196 0.289
O -4.263 -2.814 -1.343 0.408 0.593 -0.284
C -2.140 -1.718 -1.407 -1.031 -0.077 0.066
C -1.407 -2.728 -1.953 -0.170 -0.883 -0.381
C -0.044 -2.595 -1.983 0.957 -1.210 -0.598
C 0.604 -1.508 -1.478 0.640 0.973 0.381
C -0.133 -0.479 -0.917 0.655 -0.011 0.107
C -1.487 -0.623 -0.886 -1.493 1.353 0.541
C -2.340 0.446 -0.253 0.437 0.064 0.609
O -1.916 1.099 0.685 -0.284 -0.194 -0.730
H -1.610 3.495 -2.090 0.015 -0.066 -0.106
H -3.046 3.484 -3.069 -0.183 -0.253 -0.031
H -2.337 1.953 -2.490 -0.116 0.014 -0.031
H -2.738 3.282 -0.049 0.083 -0.228 -0.036
H -3.981 4.038 -1.030 0.040 0.033 0.226
H -5.198 2.146 -1.344 0.004 -0.481 -0.079
H -5.952 -1.362 -2.326 0.015 -0.010 0.154
H -6.460 -0.292 -1.054 -0.027 0.399 -0.093
H -6.464 0.943 -4.777 -0.009 0.014 0.082
H -7.259 -0.457 -4.081 0.157 -0.218 0.169
H -5.501 -0.501 -4.567 -0.203 -0.298 0.094
H -1.875 -3.613 -2.361 -0.133 0.041 0.048
H 0.564 -3.381 -2.416 -0.104 -0.080 -0.039
H 1.683 -1.435 -1.503 0.035 -0.090 -0.051
H 0.313 0.418 -0.510 0.095 -0.051 0.065
C 1.245 1.060 3.189 0.071 -0.066 0.134
O 2.054 -0.063 3.467 0.073 0.133 -0.277
C 1.590 -1.245 2.832 -0.024 0.175 0.477
C 2.741 -2.134 2.436 -0.037 -0.146 -0.124
O 3.449 -1.651 1.299 0.054 -0.057 0.002
C 4.278 -0.509 1.485 0.036 0.022 -0.173
C 5.524 -0.771 2.304 -0.080 0.202 0.258
O 5.216 -0.851 3.686 -0.131 -0.278 -0.051
C 6.095 -1.703 4.390 -0.071 0.156 -0.001
H 0.251 0.950 3.635 -0.065 0.058 -0.115
H 1.731 1.935 3.618 0.011 -0.049 0.068
H 1.148 1.215 2.108 -0.123 -0.013 0.009
H 1.008 -0.999 1.936 -0.014 -0.004 -0.005
H 0.939 -1.765 3.547 -0.078 -0.182 -0.194
H 2.320 -3.097 2.135 0.023 0.042 -0.131
H 3.416 -2.334 3.269 -0.028 0.228 0.089
H 3.708 0.330 1.885 0.065 -0.034 0.201
H 4.600 -0.226 0.479 0.015 -0.090 -0.016
H 6.231 0.058 2.164 0.061 -0.066 -0.204
H 5.994 -1.700 1.960 0.009 0.005 -0.021
H 6.122 -2.699 3.932 0.127 0.008 -0.019
H 5.718 -1.805 5.406 0.000 0.096 0.000
H 7.104 -1.280 4.419 0.077 -0.146 0.003
C 11.129 -0.799 -0.529 0.116 -0.117 0.029
O 11.411 -1.909 0.295 -0.318 0.012 -0.050
C 11.200 -1.642 1.673 0.284 -0.190 -0.180
C 10.723 -2.881 2.401 -0.025 0.044 0.172
O 9.364 -3.216 2.157 0.000 -0.017 -0.043
C 9.037 -3.749 0.880 -0.152 0.032 0.040
C 9.552 -5.152 0.640 0.209 0.074 -0.264
O 10.941 -5.141 0.350 0.061 0.046 0.300
C 11.596 -6.320 0.762 -0.023 0.121 -0.132
H 11.845 0.012 -0.354 -0.081 0.090 -0.021
H 11.209 -1.125 -1.565 0.069 -0.030 0.023
H 10.109 -0.436 -0.360 0.031 0.089 0.025
H 10.465 -0.840 1.805 -0.023 -0.006 0.007
H 12.159 -1.322 2.102 -0.102 0.095 0.184
H 10.774 -2.668 3.472 -0.068 0.032 -0.009
H 11.381 -3.731 2.217 0.043 0.053 -0.210
H 9.340 -3.071 0.081 0.183 -0.102 -0.051
H 7.945 -3.793 0.863 0.006 -0.025 0.077
H 9.031 -5.587 -0.224 -0.186 -0.033 0.110
H 9.348 -5.767 1.524 -0.022 0.012 0.010
H 11.421 -6.515 1.826 -0.043 -0.085 -0.018
H 12.665 -6.174 0.614 -0.020 0.009 -0.077
H 11.266 -7.179 0.168 0.016 -0.089 0.090
C -12.485 4.415 -1.741 0.065 -0.136 0.066
O -11.278 3.695 -1.621 0.071 0.309 -0.007
C -10.607 3.530 -2.860 -0.057 -0.241 0.291
C -9.105 3.524 -2.671 0.078 -0.024 -0.115
O -8.542 4.805 -2.426 -0.014 0.014 0.010
C -8.764 5.395 -1.150 0.064 0.108 -0.052
C -8.019 4.721 -0.019 -0.290 -0.115 0.188
O -8.655 3.512 0.355 0.054 -0.132 -0.224
C -7.742 2.554 0.852 -0.397 0.072 0.017
H -13.227 3.846 -2.313 -0.052 0.098 -0.050
H -12.870 4.589 -0.737 0.012 -0.077 0.009
H -12.315 5.387 -2.218 -0.062 -0.020 -0.071
H -10.880 4.329 -3.559 0.014 0.018 -0.003
H -10.918 2.565 -3.282 0.070 0.056 -0.212
H -8.661 3.196 -3.615 0.002 0.068 -0.019
H -8.801 2.804 -1.910 -0.166 0.029 0.123
H -9.830 5.476 -0.932 -0.016 -0.179 0.113
H -8.378 6.414 -1.239 0.055 -0.034 -0.057
H -8.009 5.383 0.857 0.158 0.142 -0.092
H -6.985 4.532 -0.333 0.008 0.019 -0.005
H -6.944 2.374 0.135 0.063 0.034 0.027
H -8.286 1.621 0.999 -0.072 0.063 0.072
H -7.318 2.877 1.808 0.158 -0.067 -0.035
```
Forces are in eV/Å.

## Properties
**M**: 664.805 g/mol
**Charge**: 0
**LUMO level**: -1.0 eV
**Orbital gap**: 8.083 eV
**2S+1**: 1
**SMILES**: CC[C@H](F)C1=C(COC)C(=O)c2ccccc2C1=O.COCCOCCOC.COCCOCCOC.COCCOCCOC